i.
Molecular formula: C33H28CrN5S2Se
Method: DFT, wB97M-V/def2-TZVPD

CARTESIAN COORDINATES (ANGSTROEM)
Se 2.004 0.446 -1.247
Cr 0.476 -0.006 0.429
S 1.587 0.147 7.753
S -2.539 -1.178 0.465
N 0.286 1.252 1.972
N 1.762 -1.069 6.715
N -1.362 -0.504 -0.382
N 1.050 1.294 6.762
N 1.052 -1.271 1.919
C -5.163 1.474 1.941
C -4.596 0.355 -0.551
C 1.847 -3.280 2.932
C 1.016 0.760 5.554
C -4.368 -3.152 0.000
C 2.201 -0.975 -4.035
C 0.206 2.785 4.284
C -3.296 -2.449 -0.533
C -0.150 3.323 3.071
C 1.857 -2.685 4.170
C -4.467 -4.434 -2.032
C 4.013 2.977 -1.347
C 3.933 2.117 -2.583
C -2.787 -2.726 -1.789
C -3.896 -0.033 0.585
C 1.062 -0.684 3.133
C 4.726 1.739 -4.856
C 0.609 1.451 4.338
C -0.099 2.526 1.933
C -5.865 1.877 0.815
C 3.897 0.628 -4.938
C -3.387 -3.730 -2.543
C 4.726 2.465 -3.674
C 3.081 0.236 -3.881
C 5.600 2.153 -6.013
C -4.166 0.513 1.829
C -5.583 1.320 -0.430
C 1.426 -0.600 5.527
C -4.954 -4.150 -0.760
C 1.455 -1.354 4.281
C 0.638 0.719 3.162
C 1.438 -2.542 1.826
C 3.111 0.994 -2.706
H 0.186 3.375 5.193
H -0.365 2.912 0.958
H 2.444 -1.734 -3.290
H -3.610 0.189 2.702
H 6.654 2.152 -5.728
H -5.392 1.903 2.908
H 2.159 -4.307 2.804
H -0.462 4.355 2.986
H -5.792 -4.707 -0.360
H -1.714 -0.079 -1.239
H 5.355 3.163 -6.347
H 5.368 3.339 -3.589
H 5.037 3.000 -0.968
H -4.932 -5.213 -2.624
H 2.176 -3.224 5.054
H 1.151 -0.713 -3.890
H -6.138 1.632 -1.305
H 3.881 0.044 -5.854
H -1.928 -2.183 -2.165
H -4.388 -0.099 -1.514
H 3.729 4.005 -1.583
H 2.322 -1.409 -5.027
H 3.365 2.615 -0.556
H -3.005 -3.957 -3.530
H -6.642 2.626 0.905
H 1.428 -2.970 0.833
H -4.747 -2.921 0.990
H 5.480 1.479 -6.861

Results
2S+1: 5
molecular weight: 689.7 g mol⁻¹
HOMO (spin up / spin down): -8.80 / -9.33 eV
<S²>: 6.029
total charge: +1

The Mulliken scheme yields these atomic charges, measured in e: 0.217, -0.345, 0.189, 0.258, 0.207, -0.647, -0.152, -0.640, -0.121, -0.621, -0.381, -0.863, 0.736, -0.467, -1.617, -0.454, 0.255, -0.837, -0.442, -0.456, -1.433, 0.808, -0.239, 0.483, 0.323, 0.655, 0.140, -0.536, -0.429, -0.903, -0.620, -0.609, 0.871, -1.488, -0.277, -0.702, 0.722, -0.634, 0.203, 0.117, -0.337, 0.005, 0.558, 0.610, 0.351, 0.414, 0.338, 0.412, 0.437, 0.456, 0.391, 0.152, 0.342, 0.433, 0.357, 0.401, 0.554, 0.295, 0.411, 0.235, 0.580, 0.389, 0.354, 0.372, 0.114, 0.416, 0.408, 0.539, 0.403, 0.339


ii.
Molecular formula: C33H28CrN5S2Se
Method: DFT, wB97M-V/def2-TZVPD

CARTESIAN COORDINATES (ANGSTROEM)
Se 1.877 1.258 -1.596
Cr 0.088 0.188 -0.525
S -6.915 -1.160 1.303
S 2.795 -1.178 0.871
N -5.820 -0.171 1.960
N -1.230 0.864 0.712
N -5.965 -1.810 0.171
N -1.387 -0.825 -1.213
N 1.250 -0.728 0.799
C 4.095 -0.033 4.539
C 4.006 -0.181 3.163
C 3.729 -3.702 1.539
C -3.647 -1.536 -0.613
C -3.603 -2.524 -1.585
C 0.602 0.871 -4.482
C -4.676 -0.300 1.306
C -1.464 5.387 -4.876
C -2.022 1.971 2.670
C 3.251 -0.741 5.379
C -3.470 0.434 1.543
C -2.436 -2.656 -2.346
C 3.061 -1.049 2.651
C 1.381 -4.974 0.757
C -4.761 -1.266 0.251
C -0.429 3.131 -4.567
C -1.047 1.706 1.726
C 1.552 -3.623 0.496
C -0.684 4.401 -4.066
C 3.540 -5.045 1.814
C 2.355 -5.671 1.453
C -0.169 4.724 -2.820
C 0.320 2.203 -3.862
C -2.508 -0.712 -0.436
C 2.710 -2.997 0.918
C -3.253 1.324 2.586
C 2.296 -1.595 4.849
C -1.377 -1.801 -2.134
C 0.815 2.550 -2.600
C -2.422 0.222 0.610
C 0.586 3.828 -2.079
C 2.198 -1.753 3.481
C 1.142 4.263 -0.758
H 2.194 -6.705 1.713
H -4.032 1.493 3.312
H 0.473 -5.466 0.451
H 0.744 5.233 -0.473
H 1.628 -2.143 5.495
H -0.079 0.687 -5.306
H -0.351 5.708 -2.410
H 4.824 0.640 4.957
H 0.783 -3.053 -0.011
H 3.330 -0.632 6.449
H 4.644 -3.204 1.828
H -2.361 -3.426 -3.096
H -0.064 2.163 1.779
H -2.405 4.950 -5.203
H 0.737 -1.080 1.604
H 2.227 4.338 -0.823
H 0.497 0.066 -3.751
H -4.450 -3.172 -1.730
H -0.899 5.661 -5.766
H 1.626 0.840 -4.855
H 1.464 -2.430 3.067
H 4.304 -5.592 2.346
H 0.905 3.540 0.022
H 4.656 0.365 2.499
H -1.673 6.291 -4.310
H -0.456 -1.889 -2.703
H -0.807 2.857 -5.540
H -1.820 2.666 3.469

Results
2S+1: 5
molecular weight: 689.7 g mol⁻¹
HOMO (spin up / spin down): -8.98 / -9.91 eV
<S²>: 6.052
total charge: +1

The Mulliken scheme yields these atomic charges, measured in e: -0.458, 0.299, 0.209, -0.020, -0.669, -0.027, -0.666, 0.389, 0.180, -0.531, -0.541, -0.435, 0.253, -0.553, -1.419, 0.827, -1.454, -1.073, -0.474, 0.108, -0.964, 0.531, -0.587, 0.765, -0.932, -0.359, -0.178, 0.471, -0.566, -0.550, -1.049, 1.317, 0.033, 0.228, -0.401, -0.890, -0.377, 0.181, -0.102, 1.158, -0.135, -1.384, 0.407, 0.574, 0.438, 0.392, 0.426, 0.388, 0.285, 0.436, 0.514, 0.426, 0.454, 0.465, 0.557, 0.352, 0.101, 0.326, 0.060, 0.569, 0.327, 0.309, 0.358, 0.407, 0.091, 0.448, 0.353, 0.544, 0.396, 0.444


Energies relative to the most stable structure, in hartree: i 0.0000; ii 0.0034.